Computed, not measured: a cluster of 2 separate species, C6H17NO in total, with wB97M-V/def2-TZVPD.

Last column: Mulliken charge in e.
Geometry (Å):
C -3.143 -1.293 0.170  -1.35
C -1.800 -1.204 0.868  -0.30
N -0.687 -0.610 0.072  0.30
C 0.568 -1.361 0.250  -0.87
C 0.015 1.232 1.810  -1.45
C -0.484 0.846 0.397  0.29
C -0.026 1.745 -0.769  -1.33
H -3.858 -0.483 0.203  0.35
H -2.956 -1.562 -0.880  0.35
H -3.613 -2.260 0.349  0.38
H -1.956 -0.551 1.723  0.26
H -1.422 -2.152 1.223  0.59
H 1.243 -1.159 -0.585  0.37
H 1.133 -0.881 1.047  0.38
H 0.392 -2.371 0.585  0.40
H -0.199 0.431 2.513  0.43
H 1.097 1.380 1.791  0.45
H -0.439 2.197 2.006  0.40
H -1.549 1.096 0.485  0.28
H 0.875 2.308 -0.536  0.32
H 0.040 1.167 -1.689  0.40
H -0.795 2.476 -0.935  0.35
H 5.960 1.069 -3.541  0.33
H 6.150 -0.366 -3.305  0.33
O 5.454 0.305 -3.253  -0.65

Computed properties:
- Total charge: +1
- Orbital gap (alpha / beta): 11.075 / 6.223 eV
- Spin multiplicity: 2
- Largest force on an atom: 4.5 eV Å⁻¹
- Relative energy (zero: lowest compared OMol25 entry of this formula, charge and spin): 125.77 kJ/mol
- M: 119.2 g mol⁻¹